(1)
C5H8FN in the gas phase in a non-equilibrium geometry, computed with ωB97M-V with the def2-TZVPD basis set.

HOMO energy = -0.3583 Ha
ΔE to the lowest compared entry with this formula, charge and spin = 111.1 kJ/mol
largest force on an atom = 4.396 eV Å⁻¹
SMILES string = [H]/N=C(\CF)C(=C)C
LUMO energy = 0.97 eV

Geometry as ORCA input:
```
! wB97M-V def2-TZVPD RIJCOSX def2/J DEFGRID3
* xyz 0 1
C 1.711 -0.233 0.434
C 0.752 0.084 -0.414
C -0.900 0.071 0.213
C 0.883 0.337 -1.861
C -1.132 -0.389 1.614
N -1.722 0.533 -0.602
F -2.446 -0.160 1.958
H 2.741 -0.280 0.114
H 1.540 -0.448 1.473
H 1.931 0.260 -2.143
H 0.305 -0.394 -2.421
H 0.505 1.324 -2.114
H -0.519 0.167 2.329
H -0.959 -1.467 1.709
H -2.690 0.595 -0.288
*
```

***

(2)
4 unconnected molecules or ions with the total composition C5H8FN in a non-equilibrium geometry, computed with ωB97M-V with the def2-TZVPD basis set.

HOMO energy = -0.3634 Ha
ΔE to the lowest compared entry with this formula, charge and spin = 441.1 kJ/mol
largest force on an atom = 7.100 eV Å⁻¹
LUMO energy = 1.00 eV

Geometry as ORCA input:
```
! wB97M-V def2-TZVPD RIJCOSX def2/J DEFGRID3
* xyz 0 1
C -0.731 -0.930 -1.941
C -2.955 0.289 -0.205
C -0.248 -0.244 -1.041
C 1.784 0.672 0.157
C 0.179 0.649 -0.105
N -3.080 -0.829 0.015
F -0.100 1.955 -0.486
H 1.160 -2.275 2.527
H -0.922 -1.530 -2.700
H -2.892 1.354 -0.376
H 1.606 -1.500 2.500
H 2.115 1.650 -0.327
H 2.322 -0.256 -0.144
H 2.013 0.562 1.244
H -0.249 0.434 0.880
*
```